94
Properties=species:S:1:pos:R:3:forces:R:3 method="wB97M-V/def2-TZVPD" total_energy_ha=-3862.2773 relative_energy_kcal_mol=10.5 gap_ev=7.18 multiplicity=1
K -0.1476 0.0786 0.1909 -0.46 -0.14 0.19
C -2.9693 2.1817 -4.6855 -0.02 -0.06 -0.09
C -3.2542 3.1977 -3.5800 0.05 0.00 -0.02
C -1.9683 3.8712 -3.1055 0.08 0.00 0.01
C -4.2105 4.2478 -4.1516 0.01 -0.03 0.09
N -3.8896 2.5398 -2.4048 -0.07 0.23 -0.10
C -4.9689 3.0726 -1.7105 0.06 -0.10 -0.08
C -5.1635 2.2966 -0.6333 0.10 -0.06 0.02
N -4.2022 1.3072 -0.6308 -0.17 -0.19 0.00
B -4.2367 0.2883 0.5558 0.11 0.06 0.01
N -3.5450 -1.0679 0.1920 -0.20 0.03 0.08
C -4.0878 -1.7722 -0.8661 0.02 0.13 0.05
C -3.5725 -3.0082 -0.8662 0.06 -0.05 0.10
N -2.6998 -3.0891 0.2113 0.03 -0.12 -0.05
C -2.6902 -1.8824 0.8608 0.10 0.10 -0.14
S -1.7228 -1.4785 2.2105 -0.27 -0.06 0.30
C -2.0402 -4.3507 0.6629 -0.01 0.02 -0.01
C -2.6171 -4.7437 2.0218 -0.04 0.00 0.04
C -2.3493 -5.4603 -0.3420 0.00 0.04 -0.02
C -0.5237 -4.1843 0.7266 0.05 0.05 0.01
N -3.7720 0.9185 1.8834 -0.07 -0.02 -0.10
C -4.3839 0.5208 3.0557 0.06 0.01 -0.08
C -3.7023 1.0459 4.0804 0.07 0.03 -0.05
N -2.6483 1.7785 3.5421 0.05 -0.02 0.23
C -2.7141 1.7202 2.1823 -0.08 -0.06 -0.05
S -1.7660 2.5492 1.0349 -0.18 0.07 -0.11
C -1.6688 2.4310 4.4533 0.00 0.03 -0.04
C -0.4044 2.9045 3.7444 0.07 0.06 0.08
C -2.3577 3.6263 5.1118 0.01 0.03 -0.05
C -1.2509 1.3949 5.5071 -0.02 0.00 -0.04
C -3.4093 1.4708 -1.7113 0.11 0.10 0.29
S -1.9875 0.5915 -2.0664 -0.13 -0.19 -0.31
H -2.6032 2.7248 -5.5574 0.00 -0.01 -0.05
H -3.8839 1.6545 -4.9673 -0.02 0.02 -0.01
H -2.2249 1.4488 -4.3836 -0.09 0.12 -0.05
H -1.4842 4.3835 -3.9393 -0.02 0.00 -0.01
H -1.2842 3.1248 -2.7015 -0.01 0.06 -0.03
H -2.1874 4.5992 -2.3226 -0.01 0.01 -0.01
H -3.7938 4.6107 -5.0900 0.01 0.01 0.00
H -4.3275 5.1087 -3.4933 -0.01 -0.02 0.06
H -5.1924 3.8199 -4.3594 0.00 0.00 -0.04
H -5.5139 3.9338 -2.0384 0.00 0.04 -0.07
H -5.8993 2.3654 0.1476 0.00 -0.03 -0.01
H -5.4104 0.0284 0.7185 0.02 0.01 -0.01
H -4.7908 -1.3174 -1.5420 0.00 0.01 0.03
H -3.7484 -3.8172 -1.5474 0.03 -0.04 -0.01
H -3.6980 -4.8837 1.9477 0.00 -0.01 0.00
H -2.4115 -3.9786 2.7692 0.00 -0.04 -0.04
H -2.1664 -5.6843 2.3430 -0.01 -0.01 0.02
H -3.4187 -5.6637 -0.4137 0.00 -0.02 0.01
H -1.8574 -6.3689 0.0042 -0.01 0.00 -0.01
H -1.9574 -5.2232 -1.3341 -0.01 0.02 0.02
H -0.2470 -3.4242 1.4530 0.01 -0.06 -0.02
H -0.1336 -3.9039 -0.2527 0.00 -0.02 0.00
H -0.0795 -5.1367 1.0243 -0.01 -0.01 -0.01
H -5.2433 -0.1247 3.0504 0.00 0.00 -0.02
H -3.8676 0.9538 5.1361 0.03 0.02 0.02
H -0.6086 3.6526 2.9843 0.04 -0.05 0.13
H 0.1150 2.0740 3.2634 -0.02 0.02 0.01
H 0.2472 3.3310 4.5091 0.04 -0.02 0.05
H -2.6047 4.3762 4.3588 0.00 0.00 0.01
H -1.6933 4.0785 5.8501 0.00 0.00 -0.01
H -3.2777 3.3263 5.6150 0.00 -0.01 0.01
H -0.9790 0.4561 5.0219 0.02 0.01 0.00
H -2.0378 1.1901 6.2323 -0.02 0.00 -0.01
H -0.3877 1.7711 6.0563 -0.01 0.01 0.01
N 2.1003 -0.0319 1.6330 0.31 0.11 0.27
C 2.8801 1.1840 1.3531 0.00 -0.14 -0.08
C 3.6370 1.0870 0.0288 -0.12 -0.05 0.01
C 2.7873 1.1782 -1.2370 0.00 -0.15 0.10
N 1.8980 0.0199 -1.3801 0.45 0.14 -0.50
H 1.6512 0.0357 2.5402 0.05 0.01 0.07
H 2.7184 -0.8344 1.6809 -0.02 -0.01 -0.02
H 3.6033 1.3973 2.1477 0.01 0.07 0.02
H 2.1876 2.0308 1.3096 -0.01 0.00 0.03
H 4.2052 0.1483 0.0110 0.03 0.02 0.00
H 4.3739 1.8930 0.0007 0.01 0.00 0.00
H 3.4585 1.2990 -2.0950 0.01 0.06 -0.02
H 2.1677 2.0786 -1.1845 -0.01 0.00 -0.02
H 2.4382 -0.8289 -1.5086 -0.01 -0.01 0.02
H 1.3250 0.1025 -2.2149 0.06 -0.02 -0.08
C -0.8204 -5.4547 -4.1510 -0.02 0.03 -0.02
N -1.5870 -4.2259 -4.1421 0.01 -0.07 0.05
C -2.8348 -4.0368 -4.7202 0.06 0.00 0.04
C -3.1754 -2.7508 -4.5067 0.06 -0.01 0.02
N -2.1330 -2.1704 -3.8177 -0.06 0.21 0.01
C -1.1526 -3.0654 -3.5746 0.00 -0.07 -0.05
S 0.2974 -2.8289 -2.7532 -0.05 0.06 -0.07
H -1.4893 -6.2812 -4.3808 0.00 0.00 0.00
H -0.3658 -5.6014 -3.1736 -0.01 0.00 0.01
H -0.0228 -5.4087 -4.8925 0.00 0.02 -0.01
H -3.3560 -4.8295 -5.2257 0.01 0.00 0.00
H -4.0575 -2.2042 -4.7863 0.01 0.01 0.01
H -2.1275 -1.2243 -3.4211 -0.04 -0.07 0.07

---

61
Properties=species:S:1:pos:R:3:forces:R:3 method="wB97M-V/def2-TZVPD" total_energy_ha=-1674.1842 relative_energy_kcal_mol=113.1 charge=+1 gap_ev=6.81 multiplicity=1
Y -0.2121 2.1722 0.3738 0.13 -1.17 1.48
O 0.3904 0.4326 1.9081 -0.26 0.33 -0.31
C -0.1576 -0.8837 1.5743 0.23 0.28 0.16
C 1.0883 -1.0608 -0.6815 -0.33 0.18 -0.12
N 0.0924 0.3626 -2.3123 -0.03 0.20 -0.03
C -1.3384 0.6837 -2.5419 0.23 -0.06 -0.26
C -1.7355 1.7942 -1.5923 0.13 -0.01 0.57
O -1.4036 2.9665 -1.8296 0.14 -0.04 -0.05
O -2.0375 1.4601 -0.3660 -1.11 -0.51 -0.97
C 1.0823 1.4240 -2.7206 -0.44 -0.23 -0.15
C 2.0641 1.7616 -1.6109 -0.40 0.41 0.81
O 3.2005 1.3905 -1.6208 0.18 0.04 -0.02
O 1.5154 2.4666 -0.5929 1.37 -0.26 -1.37
H 1.2188 0.3222 2.3872 0.10 -0.11 0.10
H -0.3276 -1.4245 2.5011 -0.01 -0.07 0.04
H -1.1108 -0.6913 1.0924 -0.02 0.03 -0.05
H 2.1161 -0.7175 -0.7708 0.09 -0.02 0.02
H 0.8758 -1.7914 -1.4573 0.05 -0.05 -0.04
H -1.4144 1.0033 -3.5784 -0.08 0.00 -0.01
H -1.9185 -0.2178 -2.3758 -0.04 -0.04 0.00
H 1.6517 1.0447 -3.5625 -0.02 -0.11 -0.05
H 0.5459 2.3256 -3.0170 0.06 0.07 0.02
C 0.3128 6.5207 1.5777 0.11 0.11 0.10
Sb -0.4804 5.0889 0.2373 -0.10 1.21 0.29
C -2.4177 5.8819 -0.0156 -0.14 0.02 -0.09
C 0.4353 5.7329 -1.5473 0.04 0.00 -0.13
H 0.1823 7.5238 1.1708 -0.01 -0.07 0.01
H 1.3760 6.3280 1.7191 -0.03 0.05 0.04
H -0.1949 6.4546 2.5393 0.04 0.01 -0.02
H -2.3388 6.8862 -0.4281 -0.01 0.00 0.00
H -2.9406 5.9235 0.9377 0.00 -0.02 0.00
H -2.9634 5.2426 -0.7062 -0.06 0.04 0.00
H 0.3603 6.8177 -1.5925 0.01 0.00 -0.05
H -0.0909 5.2847 -2.3870 0.03 0.01 -0.03
H 1.4806 5.4321 -1.5618 -0.01 -0.01 0.00
C 1.6067 -5.0697 0.3528 -0.02 -0.04 0.10
N 1.2344 -3.9927 1.2834 -0.09 0.23 -0.08
N 0.3343 -3.0668 0.6692 0.14 -0.22 -0.64
C 0.8259 -1.6895 0.7090 -0.06 -0.19 0.43
O 0.2021 0.0697 -0.9102 0.18 -0.08 0.08
C 2.1261 -1.9089 1.4425 0.03 0.22 0.09
C 2.3074 -3.2018 1.7075 0.14 -0.27 0.07
C 3.4988 -3.8578 2.3216 -0.04 0.05 0.04
C -1.0100 -3.4288 0.5277 0.03 0.16 0.13
C -1.8366 -2.6735 -0.3093 -0.14 -0.07 -0.03
C -3.1789 -2.9985 -0.4480 0.07 0.05 -0.04
C -3.7166 -4.0919 0.2149 0.12 -0.01 0.05
C -2.8862 -4.8499 1.0296 -0.03 -0.06 0.03
C -1.5465 -4.5270 1.1984 -0.04 -0.02 -0.01
H 0.7015 -5.5557 -0.0034 -0.02 0.02 0.02
H 2.1950 -5.8104 0.8917 0.01 0.03 -0.01
H 2.1757 -4.6909 -0.5034 -0.03 0.03 0.02
H 2.8361 -1.1270 1.6852 -0.06 -0.04 -0.10
H 4.1287 -3.1115 2.8023 -0.01 -0.02 -0.01
H 4.1014 -4.3673 1.5674 -0.05 0.01 -0.01
H 3.1944 -4.5963 3.0641 0.00 0.03 -0.02
H -1.4301 -1.8338 -0.8586 -0.01 -0.02 0.01
H -3.8059 -2.3955 -1.0943 0.02 -0.02 0.01
H -4.7603 -4.3507 0.0959 0.04 0.00 0.01
H -3.2885 -5.7061 1.5574 0.02 0.02 -0.01
H -0.9153 -5.1090 1.8569 -0.04 0.00 -0.02

---

8
Properties=species:S:1:pos:R:3:forces:R:3 method="wB97M-V/def2-TZVPD" total_energy_ha=-3601.9088 relative_energy_kcal_mol=63.3 gap_ev="6.26 / 8.13" multiplicity=1
C 0.3533 -0.9844 0.5890 0.48 0.73 -0.47
C 0.0555 0.3326 0.9870 0.54 0.76 -1.11
C 0.3764 1.0665 -0.1069 -0.39 1.37 -0.54
N 0.8109 -1.1570 -0.6310 -0.27 -2.02 0.55
S 0.8761 0.1992 -1.4719 -0.22 1.44 0.56
Cl -0.4270 0.9674 2.5071 -0.02 -0.36 -0.16
Br -2.4036 1.3361 -3.1406 0.07 -0.03 0.05
H 0.3585 -1.7605 1.2672 -0.19 -1.90 1.11

---

60
Properties=species:S:1:pos:R:3:forces:R:3 method="wB97M-V/def2-TZVPD" total_energy_ha=-1528.6759 relative_energy_kcal_mol=129.9 gap_ev=10.22 multiplicity=1
O -3.1480 -1.2490 -3.8552 -1.62 -0.62 0.99
H -2.7617 -1.5406 -4.6742 0.72 0.37 0.00
H -2.5577 -0.7284 -3.3090 0.50 -0.10 -0.90
O 2.3488 3.2059 1.5005 0.30 -0.11 1.43
H 2.2305 4.1498 1.6433 0.17 -0.17 -0.94
H 2.4880 2.8833 0.6026 -0.14 0.71 -0.17
O 0.1056 3.5883 -0.7618 0.01 -0.02 -0.05
H -0.1838 4.4863 -0.9895 0.20 -0.47 0.01
H 0.8379 3.4044 -1.3739 -0.46 0.50 0.38
O -1.5186 0.6738 -4.6931 2.09 0.40 -2.47
H -0.9440 0.5875 -5.5336 -1.60 0.05 1.81
H -0.9534 1.2716 -4.1831 -0.25 -0.16 0.40
O 1.8325 4.0207 -2.9237 1.17 -0.67 -0.68
H 2.0888 3.1007 -2.7483 -0.29 -0.09 0.27
H 2.6454 4.2357 -3.4181 -0.53 0.63 0.19
O -0.9116 -3.2976 -0.3711 -0.11 0.03 0.07
H -0.9358 -4.0307 0.2452 0.35 -0.50 0.22
H -1.7144 -2.8607 -0.0805 -0.20 0.51 -0.24
O 1.1465 1.1550 0.6514 -1.29 0.68 -0.89
H 1.3243 0.5507 1.3719 -0.40 0.49 0.33
H 0.5390 1.9129 0.9154 1.27 -1.51 0.06
O -5.2668 0.1967 -1.1552 -0.36 1.31 0.39
H -5.0296 -0.6444 -0.7703 0.22 -0.36 -0.88
H -5.1657 0.3271 -2.1057 0.25 -1.10 0.29
O -3.1894 -2.5351 3.7359 0.28 0.96 0.54
H -2.6157 -2.8572 4.4330 -0.45 -0.69 0.58
H -2.5197 -1.9774 3.3284 -0.34 0.42 -0.84
O -1.7151 -4.2705 2.6017 0.12 -0.87 -0.47
H -1.0649 -3.6194 2.8670 0.43 0.03 -0.07
H -1.4289 -5.1311 2.9323 0.16 0.25 -0.04
O 4.5983 -0.5509 -0.5666 -0.17 1.04 1.21
H 5.3711 -1.0704 -0.7610 0.00 -0.35 -0.53
H 3.8928 -0.6024 -1.2277 -0.02 -0.65 -0.63
O -0.0725 -1.2903 2.7954 -2.29 -0.02 -2.12
H -0.1140 -1.6101 3.6885 1.50 0.56 0.48
H 0.7412 -1.0028 2.3602 0.28 -1.07 1.32
O 2.6613 -1.4216 2.3319 0.77 2.71 -1.38
H 2.9653 -0.6002 2.7781 -0.12 -0.92 0.83
H 2.8798 -1.0054 1.4503 -0.17 -1.55 0.20
O 1.8228 -3.2974 -1.9810 0.73 -1.27 1.79
H 2.0909 -3.7043 -1.0967 -0.62 0.85 -1.87
H 0.9850 -2.8683 -1.7785 -0.22 0.01 0.13
O -5.6509 2.7225 0.3020 1.45 0.89 0.97
H -5.2600 3.0277 1.1500 -0.98 -0.31 -0.22
H -4.8126 2.7877 -0.1833 -0.52 -0.50 -0.62
O 3.7816 2.2480 -1.0994 3.24 -0.18 2.05
H 4.2657 1.3829 -1.0412 -1.26 -0.21 -0.71
H 4.5075 2.6118 -0.4724 -2.05 0.44 -1.32
O -0.4629 0.4054 -2.1152 -1.23 -0.16 0.40
H -0.0415 0.9140 -1.4243 0.56 0.28 0.57
H -1.3606 0.2994 -1.7156 0.93 0.00 -0.62
O 2.6979 -0.8145 -2.5016 1.10 0.23 0.08
H 2.9346 -1.5794 -3.0589 -0.94 0.56 0.32
H 1.9202 -0.3330 -2.7857 -0.26 -0.41 -0.36
O 0.6477 -0.4697 5.1271 -0.36 -0.70 -0.55
H 0.5482 -0.4637 6.0738 0.56 0.69 0.36
H 1.2385 0.1868 4.7416 -0.19 0.08 0.85
O -2.3655 0.6914 2.1853 -0.49 -0.45 1.09
H -2.6674 0.3423 3.0665 0.52 0.50 -1.38
H -1.7055 0.0563 1.8759 0.04 0.00 0.34

---

20
Properties=species:S:1:pos:R:3:forces:R:3 method="wB97M-V/def2-TZVPD" total_energy_ha=-328.3016 relative_energy_kcal_mol=10.8 smiles="CC(N)=O.CCC" gap_ev=10.65 multiplicity=1
C -1.9678 0.5568 -1.4422 -0.18 0.06 0.07
C -1.9955 1.7832 -0.5389 0.21 -0.77 1.23
C -3.1973 -0.3282 -1.1687 0.40 -0.04 -0.06
H -1.0309 0.0239 -1.2834 -0.03 -0.23 0.08
H -1.9516 0.8231 -2.4996 -0.04 0.28 0.02
H -2.0452 1.4614 0.5129 -0.22 -0.38 -0.11
H -1.0513 2.3280 -0.4854 -0.35 0.59 -0.80
H -3.6250 -0.7108 -2.0944 0.07 -0.31 0.12
H -2.9319 2.3269 -0.6579 0.42 0.62 -0.37
H -3.9747 0.2319 -0.6720 -0.33 0.42 0.04
H -2.9664 -1.1304 -0.4698 0.06 -0.25 -0.21
C 2.2989 -1.7183 1.0774 0.52 0.54 -0.28
C 3.3600 -0.6799 0.7397 -0.52 1.03 0.62
O 3.8712 -0.5734 -0.3508 -0.03 -0.23 -0.20
N 3.5754 0.2601 1.7245 -0.12 -0.47 -0.38
H 2.2987 -2.3177 0.1688 -0.33 -0.66 0.56
H 1.3333 -1.2372 1.2348 0.01 0.20 -0.36
H 4.0921 1.0881 1.4884 0.29 -0.12 0.13
H 3.4155 0.0096 2.6783 -0.11 0.24 0.25
H 2.4922 -2.1972 2.0382 0.27 -0.53 -0.35

---

19
Properties=species:S:1:pos:R:3:forces:R:3 method="wB97M-V/def2-TZVPD" total_energy_ha=-252.6728 s2=0.757 relative_energy_kcal_mol=50.4 charge=+1 gap_ev="11.76 / 3.76" multiplicity=2
C 1.3883 2.6371 1.0093 -0.30 -1.78 0.22
C 0.9788 1.3470 1.6991 0.10 0.77 0.04
C -0.2881 1.0680 2.0999 -0.64 -0.54 -0.84
H 2.4144 2.7998 1.3161 0.09 0.62 -0.04
H 1.4097 2.4195 -0.0687 0.01 0.30 0.05
H 0.6940 3.4419 1.2310 0.18 0.12 -0.08
H 1.7924 0.6750 1.9586 -0.13 -0.07 0.04
H -0.6006 0.2042 2.6796 0.49 0.02 0.07
H -1.1308 1.6300 1.7051 0.20 0.40 0.28
C -1.1103 -1.1059 -2.2422 -0.45 -1.08 -0.36
C -0.7129 -1.3853 -0.7968 1.18 1.10 -1.09
N 0.2669 -2.4350 -0.7360 -2.26 -0.43 0.44
H -1.7959 -1.9039 -2.5438 0.06 -0.10 -0.14
H -1.6683 -0.1998 -2.4619 0.29 0.27 0.48
H -0.2357 -1.1778 -2.8920 -0.05 0.23 0.05
H -0.1623 -0.4430 -0.4964 -0.25 -0.04 0.73
H -1.5622 -1.5053 -0.1221 0.18 -0.06 0.31
H 0.2213 -2.9530 0.1345 0.57 0.18 0.35
H 0.1014 -3.1133 -1.4734 0.75 0.07 -0.51